1.
C2H4OS | ωB97M-V with the def2-TZVPD basis set

Geometry (Å):
C: 0.666 -0.518 -0.008
C: -0.023 0.681 -0.433
H: 0.265 -0.257 1.048
H: 0.177 -1.343 -0.532
H: 1.781 -0.282 0.146
H: -1.737 -0.508 0.902
O: 0.523 1.740 -0.700
S: -1.652 0.487 -0.423

Computed properties:
LUMO energy: -0.362 eV
HOMO-LUMO gap: 0.352 hartree
Molar mass: 76.1 u
SMILES: CC(=O)S

2.
C2H4OS | ωB97M-V with the def2-TZVPD basis set

Geometry (Å):
C: -1.648 0.796 0.294
C: 2.152 1.676 -0.236
O: -1.045 -0.032 -0.371
S: 1.865 0.069 0.059
H: -2.412 1.364 -0.252
H: 2.824 2.184 0.621
H: -1.424 0.988 1.351
H: 1.089 0.082 -1.100

Computed properties:
LUMO energy: 0.080 eV
HOMO-LUMO gap: 0.314 hartree
Molar mass: 76.1 u

Of the structures shown above, 2 is the least stable.